Entry 1:
Below is C22H26N4O3Pb as an isolated structure, with properties calculated with the ωB97M-V functional and the def2-TZVPD basis.

Calculated values
Electronic energy: -1490.96137 Eh
Total charge: +2
LUMO: -6.0893 eV

Each line ends with the Löwdin charge.
Element x y z (Å)
C -0.7889 -3.6664 -4.1335  -0.01
C 0.1572 -3.4328 -5.1178  -0.29
H -1.7931 -3.9092 -4.5121  0.08
H -0.5017 -4.1420 -3.2034  0.08
C 1.4945 -3.0603 -4.7458  -0.31
C 1.7043 -2.5485 -3.4944  0.05
H 0.8766 -2.0548 -3.0169  0.01
H 2.7302 -2.4232 -3.1552  0.07
C -0.2156 -3.7685 -6.5557  -0.04
H -1.3134 -3.9107 -6.5854  0.08
H 0.2459 -4.7158 -6.8853  0.10
H 0.0611 -3.0016 -7.2955  0.08
C 2.6521 -3.2449 -5.7066  -0.05
H 2.5361 -2.6615 -6.6266  0.09
H 2.7880 -4.2954 -6.0115  0.09
H 3.5803 -2.9236 -5.2060  0.08
Pb -0.5732 2.3568 0.7276  1.60
O -0.8184 -0.0242 -0.3350  -0.15
C -0.1743 -1.1026 -0.3308  -0.35
O 0.7281 0.7342 1.7465  -0.12
C 1.0235 -0.4849 1.7284  -0.43
O 1.7471 -1.0437 2.6695  0.12
N 0.6919 -1.3834 0.7445  0.10
C 1.9764 -2.4603 2.3170  -0.05
C 1.3644 -2.6917 0.9791  -0.07
H 1.4945 -3.0711 3.0808  0.15
H 3.0563 -2.6007 2.3184  0.15
H 0.6432 -3.5128 0.9584  0.14
H 2.1228 -2.8769 0.2113  0.14
C -0.3591 -2.1565 -1.3104  -0.09
C -1.4006 -1.9669 -2.1899  0.13
H 0.3116 -3.0402 -1.2303  0.11
H -1.9080 -0.9929 -2.1062  0.10
H -1.9474 -2.7378 -2.7578  0.07
N -1.3805 4.6204 3.5300  0.13
C -0.0025 4.6239 3.3349  -0.28
C 0.7371 5.6062 4.0257  0.02
C 2.1146 5.6575 3.8377  -0.01
C 2.7046 4.6864 3.0065  -0.03
C 1.9117 3.7173 2.4092  -0.12
N 0.5463 3.7267 2.5012  -0.04
C -2.3096 3.5891 3.4327  -0.27
C -3.5180 3.7275 4.1353  0.02
C -4.4815 2.7401 4.0301  -0.01
C -4.1837 1.6000 3.2628  -0.03
C -2.9558 1.5101 2.6159  -0.13
N -2.0463 2.5341 2.6397  -0.06
H -1.6959 5.3644 4.1411  0.15
H 0.2045 6.2717 4.7038  0.13
H 2.7208 6.4153 4.3288  0.13
H 3.7836 4.6680 2.8273  0.12
H 2.3442 2.8852 1.8406  0.11
H -3.6645 4.6308 4.7229  0.13
H -5.4604 2.8412 4.5042  0.13
H -4.8959 0.7835 3.1457  0.12
H -2.6651 0.6152 2.0544  0.11

Entry 2:
Below is a 10-piece molecular cluster, C19H39Cl6F12N3O9S overall, with properties calculated with the ωB97M-V functional and the def2-TZVPD basis.

Calculated values
Electronic energy: -5946.04766 Eh
Total charge: +2
LUMO: -7.1981 eV

Each line ends with the Löwdin charge.
Element x y z (Å)
N -3.0538 11.4268 -10.1837  0.29
H -3.2057 11.4842 -11.2220  0.07
H -3.1192 10.4325 -9.9795  0.14
H -3.8033 11.9099 -9.6499  0.08
H -2.1615 11.7829 -9.8389  0.16
N -5.8361 7.7374 -12.3864  0.30
H -5.5841 8.4245 -13.1487  0.06
H -5.6510 6.7859 -12.7152  0.15
H -6.8228 7.7964 -12.1212  0.16
H -5.1632 7.8869 -11.6416  0.13
N -1.0065 7.8476 -12.8073  0.32
H -1.9923 7.9752 -12.6079  0.12
H -0.7962 7.3551 -13.6815  0.15
H -0.6815 7.3235 -11.9888  0.16
H -0.4762 8.7298 -12.9133  0.10
C -3.7953 11.6536 -15.3550  -0.66
F -5.0602 11.7942 -15.6969  0.17
F -3.1930 10.9304 -16.2909  0.14
F -3.2556 12.8472 -15.2516  0.19
S -3.6331 10.6708 -13.7680  0.59
O -4.0561 11.5964 -12.7030  -0.32
O -4.5542 9.5313 -13.9611  -0.34
O -2.2242 10.2640 -13.6976  -0.34
C -7.7003 6.8794 -16.5917  -0.03
C -6.4938 7.7537 -16.2598  -0.20
O -6.7472 9.1438 -16.2328  0.05
C -7.4674 9.6870 -15.2765  -0.39
O -7.7580 9.1534 -14.2370  0.13
C -7.8217 11.1551 -15.5492  -0.52
F -9.1683 11.2365 -15.5292  0.18
F -7.3946 11.9560 -14.5465  0.15
F -7.3246 11.5908 -16.6946  0.14
H -7.8448 6.7546 -17.6666  0.09
H -8.5987 7.2764 -16.1255  0.09
H -7.5233 5.8362 -16.3223  0.09
H -5.6739 7.5598 -16.9482  0.12
H -6.0967 7.3999 -15.3003  0.09
C -7.3360 11.6446 -11.0396  -0.04
C -6.6815 12.9948 -10.8034  -0.17
O -6.9707 13.3884 -9.4570  0.08
C -6.1133 13.1479 -8.5009  -0.35
O -5.0572 12.5788 -8.6239  0.10
C -6.6127 13.5748 -7.1045  -0.59
F -5.6740 14.3150 -6.5489  0.21
F -7.7325 14.2660 -7.1850  0.21
F -6.8495 12.4933 -6.3823  0.20
H -7.0214 10.9288 -10.2776  0.08
H -7.1003 11.1881 -12.0034  0.06
H -8.4146 11.8025 -11.0316  0.10
H -7.0110 13.7630 -11.4967  0.14
H -5.6131 12.8870 -11.0122  0.09
C -0.1610 13.8135 -14.4768  -0.04
C -0.1852 12.3202 -14.3717  -0.20
O 1.0345 11.8109 -14.9575  0.06
C 1.3587 10.5503 -14.7773  -0.39
O 0.8248 9.7417 -14.0672  0.10
C 2.5496 10.1842 -15.7050  -0.59
F 3.6691 10.3755 -14.9997  0.18
F 2.4776 8.8903 -16.0042  0.16
F 2.5871 10.9047 -16.7978  0.20
H -0.8856 14.3351 -13.8562  0.09
H -0.4644 14.0524 -15.5012  0.06
H 0.8516 14.2082 -14.4125  0.10
H -0.9678 11.8595 -14.9708  0.09
H -0.3017 11.9965 -13.3355  0.12
Cl -0.3387 9.6157 -17.7179  0.66
C -1.1211 8.5045 -16.5741  -0.67
C -2.4514 7.9770 -17.1212  -0.68
Cl -2.2187 7.1634 -18.6923  0.58
H -1.3717 9.0257 -15.6489  0.02
H -0.4574 7.6610 -16.3924  0.07
H -3.2157 8.7249 -17.3084  0.05
H -2.8894 7.2433 -16.4410  0.06
Cl -7.5007 14.6657 -17.9197  0.59
C -6.6095 13.4017 -18.7582  -0.69
C -7.4238 12.7225 -19.8549  -0.63
Cl -7.4812 13.7512 -21.3235  0.55
H -6.4268 12.6280 -18.0093  0.03
H -5.6658 13.8055 -19.1136  0.05
H -8.4615 12.5865 -19.5714  0.06
H -6.8943 11.8261 -20.1663  0.07
Cl -0.6469 15.8660 -18.1202  0.57
C -2.2292 15.8719 -17.3317  -0.67
C -3.3501 15.4073 -18.2355  -0.67
Cl -3.4261 16.3285 -19.7761  0.55
H -2.4204 16.8684 -16.9440  0.08
H -2.1603 15.1437 -16.5232  0.03
H -4.3332 15.5620 -17.7905  0.05
H -3.2791 14.3452 -18.4676  0.06

Entry 3:
Below is an isolated ion of composition C4H6N and charge +1, with properties calculated with the ωB97M-V functional and the def2-TZVPD basis.

Calculated values
Energy relative to the best compared isomer or geometry (same formula, charge and spin): 138.9 kcal per mole
Electronic energy: -210.23472 Eh
Total charge: +1
LUMO: -5.9371 eV

Each line ends with the Löwdin charge.
Element x y z (Å)
C -0.8747 0.1947 -0.4247  -0.01
C -2.0446 0.2927 -0.0084  0.17
C 1.2134 -0.8874 -0.0526  -0.04
C 1.0013 0.2218 0.9763  0.13
N 0.3660 0.2379 -0.6229  0.01
H -3.0415 -0.1111 -0.5066  0.18
H -2.0769 0.8577 0.9326  0.14
H 2.1771 -0.9237 -0.4457  0.11
H 0.7509 -1.8192 0.0906  0.11
H 1.6879 1.0179 1.1300  0.05
H 0.8410 0.9187 -1.0687  0.15